[1]
This record from the OMol25 dataset describes a molecular structure, C41H41N8O6RuS2Se. The level of theory is ωB97M-V/def2-TZVPD.

Structure (XYZ):
```
100
C41H41N8O6RuS2Se ωB97M-V/def2-TZVPD
Ru -0.17175 -0.26564 -0.79426
S 2.42989 -0.31534 0.61399
C 2.63133 0.35784 -0.93560
C 3.84459 0.84558 -1.46383
C 3.87396 1.34988 -2.73425
C 2.70350 1.37756 -3.51000
C 1.54588 0.89887 -2.96526
N 1.52370 0.40424 -1.70618
H 4.72234 0.81706 -0.83380
H 4.80101 1.73319 -3.14199
H 2.69965 1.77023 -4.51570
H 0.60206 0.88753 -3.48774
C -6.26889 -5.67346 -2.95251
C -5.35921 -4.79746 -2.13802
C -5.87778 -3.81801 -1.29379
C -5.04493 -3.02638 -0.52162
C -3.67257 -3.21371 -0.59796
C -3.13315 -4.18121 -1.42952
C -3.97796 -4.96546 -2.19613
S -2.57668 -2.26610 0.41444
O -3.37407 -1.76521 1.51682
O -1.46331 -3.10689 0.75511
N -2.05855 -0.99048 -0.47050
C -3.06916 -0.43086 -1.38816
C -2.38298 0.33792 -2.51279
O -2.93149 0.54573 -3.56436
O -1.18627 0.78706 -2.18662
H -7.25620 -5.22701 -3.06148
H -6.39320 -6.64572 -2.47084
H -5.85913 -5.84931 -3.94703
H -6.94988 -3.67042 -1.24537
H -5.44976 -2.27083 0.13870
H -2.06068 -4.30375 -1.47403
H -3.55811 -5.71752 -2.85399
H -3.72865 0.26189 -0.85823
H -3.69413 -1.19511 -1.83890
C -2.43901 -0.09433 4.06402
C -1.48352 0.64905 3.10099
N -0.13422 0.12511 3.23845
C -0.08302 -1.28910 2.92048
C -0.97326 -2.08873 3.89578
N -1.60005 -1.08365 4.83285
C -0.54164 -0.35452 5.61103
C 0.37050 0.35554 4.57478
H -3.19038 -0.66815 3.52768
H -2.91320 0.55593 4.79851
H -1.46726 1.71976 3.30790
H -1.81788 0.51451 2.07417
H 0.94590 -1.63865 2.95789
H -0.42151 -1.45579 1.90169
H -0.41144 -2.78681 4.51544
H -1.78411 -2.60856 3.38934
H -2.20163 -1.58137 5.48136
H -0.01612 -1.09111 6.21722
H -1.06039 0.34231 6.26816
H 1.38699 -0.03263 4.63434
H 0.40824 1.42818 4.76536
Se 1.34954 2.39828 1.28433
N -0.11626 1.72206 0.34754
C -1.12289 2.64364 0.53819
C -2.42331 2.58204 0.03179
C -3.36920 3.54521 0.34471
C -3.05070 4.61927 1.17871
C -1.77333 4.73086 1.68382
C -0.79467 3.76349 1.37670
N 0.46075 3.83619 1.85770
H -2.68143 1.79421 -0.64820
H -4.36204 3.46736 -0.08176
H -3.79648 5.36990 1.40871
H -1.48327 5.56078 2.31605
O -0.06259 -1.84810 -2.91048
C 0.46192 -2.58986 -2.08903
N 0.91891 -3.85575 -2.26865
C 1.63130 -4.31679 -1.08064
C 1.25415 -3.18640 -0.07250
O 1.49021 -3.24367 1.10656
N 0.63971 -2.18292 -0.78310
C 1.12716 -5.64792 -0.54849
C -0.06192 -6.20439 -0.99757
C -0.53598 -7.39194 -0.45721
C 0.17645 -8.03184 0.54420
C 1.36684 -7.47925 0.99887
C 1.84091 -6.29675 0.45485
C 3.13352 -4.33674 -1.35314
C 3.65316 -5.38134 -2.11633
C 4.99146 -5.39699 -2.47261
C 5.83052 -4.36867 -2.06245
C 5.32068 -3.33268 -1.29718
C 3.97703 -3.31300 -0.94237
H 1.11649 -4.20012 -3.19341
H -0.60877 -5.71076 -1.78756
H -1.46371 -7.81571 -0.82115
H -0.18923 -8.95960 0.96547
H 1.93037 -7.97288 1.78046
H 2.76562 -5.86606 0.81674
H 3.00568 -6.19584 -2.42249
H 5.38145 -6.21479 -3.06514
H 6.87787 -4.38039 -2.33600
H 5.96814 -2.52950 -0.96783
H 3.60029 -2.49776 -0.33711
```

- E_HOMO (alpha / beta) (Ha) = -0.1866 / -0.2606
- charge = 0
- Kohn-Sham gap (alpha / beta) (eV) = 4.8 / 5.1
- LUMO energy (alpha / beta) (eV) = -0.323 / -2.038
- spin multiplicity = 6
- ⟨S²⟩ = 8.794
- E_tot (Ha) = -5769.08608

---

[2]
This record from the OMol25 dataset describes a molecular structure, C41H42GeP2RuSi at a distorted geometry. The level of theory is ωB97M-V/def2-TZVPD.

Structure (XYZ):
```
88
C41H42GeP2RuSi ωB97M-V/def2-TZVPD
Ru -0.17403 -0.94879 0.71132
C -0.85485 1.74448 -1.72249
Si -0.26400 1.38993 0.03688
C 1.56360 1.90058 0.10034
C 1.91517 3.16732 -0.37184
C 3.23752 3.58078 -0.36553
C 4.23120 2.73491 0.11215
C 3.90216 1.47366 0.57649
C 2.57233 1.05009 0.56270
P 2.16153 -0.60625 1.20144
C 3.04717 -1.81502 0.18036
C 3.68304 -1.45393 -1.00589
C 4.26030 -2.43192 -1.80191
C 4.19520 -3.76693 -1.42852
C 3.55888 -4.13259 -0.24854
C 2.97620 -3.16287 0.54906
C 2.97892 -0.55396 2.83006
C 2.77878 0.60275 3.58998
C 3.45364 0.77714 4.78463
C 4.33228 -0.20107 5.23328
C 4.52740 -1.35230 4.48669
C 3.85279 -1.53552 3.28787
C -1.43077 2.16158 1.31723
C -1.47371 3.54068 1.52129
C -2.38294 4.09025 2.41232
C -3.25690 3.27170 3.11792
C -3.22288 1.90003 2.93275
C -2.31496 1.34724 2.03164
P -2.17818 -0.45449 1.85710
C -1.71076 -0.99566 3.52802
C -0.49161 -0.49699 4.00360
C -0.04298 -0.83380 5.26818
C -0.81292 -1.66469 6.07180
C -2.02695 -2.15069 5.61004
C -2.47882 -1.82501 4.34004
C -3.80939 -1.13186 1.50157
C -4.82250 -0.31240 1.00594
C -6.04979 -0.86388 0.67340
C -6.26012 -2.22961 0.80199
C -5.24346 -3.05294 1.26946
C -4.01868 -2.50876 1.61555
H -1.12105 2.80510 -1.76115
H -1.73098 1.17454 -2.03138
H -0.04948 1.56854 -2.43599
H 1.14978 3.83561 -0.75090
H 3.49536 4.56418 -0.73630
H 5.26280 3.06043 0.12447
H 4.67283 0.81045 0.95211
H 3.73934 -0.41301 -1.29842
H 4.76070 -2.15008 -2.71886
H 4.64420 -4.52470 -2.05681
H 3.51909 -5.17239 0.04864
H 2.47172 -3.44662 1.46649
H 2.11913 1.38426 3.22962
H 3.30262 1.68151 5.35957
H 4.87240 -0.05906 6.15984
H 5.21920 -2.11037 4.82877
H 4.03489 -2.42867 2.70812
H -0.79217 4.19308 0.98712
H -2.41236 5.16194 2.55878
H -3.95884 3.70260 3.81921
H -3.89126 1.25204 3.48832
H 0.07120 0.20257 3.39361
H 0.89545 -0.43971 5.63338
H -0.47008 -1.91944 7.06566
H -2.63063 -2.78537 6.24517
H -3.43334 -2.20125 3.99944
H -4.65183 0.74899 0.88201
H -6.84309 -0.22702 0.30564
H -7.21679 -2.65867 0.53571
H -5.40738 -4.11870 1.35845
H -3.23480 -3.15518 1.98982
C -1.25228 -4.38193 -2.24620
Ge -1.03977 -2.68641 -1.27322
C 0.40799 -1.64696 -2.16857
C -2.71953 -1.66612 -1.49930
C -0.48015 -3.03356 0.63496
H -1.54625 -4.11548 -3.26178
H -2.03249 -4.99656 -1.80148
H -0.32033 -4.94284 -2.27649
H -0.00572 -1.14964 -3.04505
H 1.19586 -2.32996 -2.48561
H 0.88078 -0.87993 -1.53862
H -2.85682 -1.51155 -2.57075
H -2.70930 -0.69352 -1.01073
H -3.57069 -2.23506 -1.12576
H 0.41504 -3.65104 0.68145
H -1.27050 -3.46675 1.24265
```

- E_HOMO (alpha / beta) (Ha) = -0.4984 / -0.5215
- charge = +2
- Kohn-Sham gap (alpha / beta) (eV) = 7.8 / 6.1
- LUMO energy (alpha / beta) (eV) = -5.775 / -8.127
- spin multiplicity = 5
- ⟨S²⟩ = 6.017
- E_tot (Ha) = -4730.99182

---

[3]
This record from the OMol25 dataset describes a molecular structure, C41H42N7O2S2TeTi. The level of theory is ωB97M-V/def2-TZVPD.

Structure (XYZ):
```
96
C41H42N7O2S2TeTi ωB97M-V/def2-TZVPD
Ti -0.22176 -0.32933 0.17947
N 2.86420 -1.26530 3.50156
C 2.11414 -1.01598 2.35636
S 0.49159 -0.46935 2.63109
N 2.73060 -1.21333 1.23882
N 1.95698 -0.99817 0.10778
C 2.59358 -1.21067 -0.97764
C 2.06540 -1.10523 -2.32921
C 2.92009 -1.47406 -3.36691
C 2.53523 -1.39928 -4.69598
C 1.26074 -0.93364 -4.99362
C 0.39295 -0.55684 -3.98596
C 0.77078 -0.63138 -2.63715
O -0.09254 -0.28527 -1.71203
H 2.55068 -0.75841 4.31279
H 3.86006 -1.23777 3.34038
H 3.63913 -1.50430 -0.88191
H 3.91402 -1.82474 -3.11015
H 3.21719 -1.69182 -5.48467
H 0.94020 -0.85922 -6.02746
H -0.59843 -0.18170 -4.20715
N -2.80502 -1.57160 1.59760
C -2.31945 -0.80125 0.46595
N -3.08304 -1.15543 -0.72039
S -2.17055 0.93235 0.74494
H -2.36546 -2.48956 1.57545
H -2.47288 -1.12827 2.44578
H -2.98155 -2.15671 -0.86801
H -2.64704 -0.70639 -1.51958
C -0.68499 4.05459 8.26893
C -0.42838 3.78118 6.80906
C 0.80149 3.31313 6.37337
C 1.05999 3.07360 5.02287
C 2.39632 2.51137 4.62811
C 0.06625 3.32666 4.07668
Te 0.21989 2.93198 1.77403
N 0.82452 1.70305 0.15569
C 1.29690 2.33378 -0.92651
O 2.09075 1.84805 -1.74961
C 0.81308 3.74246 -1.25192
C 1.71754 4.75174 -1.56658
C 1.26854 6.01963 -1.90421
C -0.09594 6.28331 -1.96507
C -1.00392 5.27266 -1.67849
C -0.55129 4.01143 -1.30987
C 2.00251 4.10506 1.67710
C 3.25731 3.52988 1.44414
C 3.50019 2.04746 1.37481
C 4.36252 4.37002 1.28034
C 4.26042 5.74712 1.35386
C 5.46200 6.63510 1.16322
C 3.00867 6.29692 1.60687
C 1.88064 5.50241 1.76001
C 0.54914 6.17137 1.97313
C -1.20281 3.74885 4.50661
C -2.35376 3.93960 3.54738
C -1.42294 3.98472 5.86184
H 0.10765 3.63491 8.89013
H -1.63351 3.62106 8.59317
H -0.73158 5.12829 8.47064
H 1.58162 3.11360 7.10407
H 2.97668 2.23123 5.51014
H 2.97707 3.22832 4.04615
H 2.25983 1.62896 3.99960
H 2.77784 4.53043 -1.53036
H 1.98369 6.80580 -2.11986
H -0.44922 7.27235 -2.23475
H -2.06880 5.46818 -1.73170
H -1.25031 3.21804 -1.06570
H 2.71203 1.48383 1.86350
H 4.45740 1.80387 1.84404
H 3.51768 1.70169 0.33869
H 5.33223 3.91596 1.09620
H 6.36309 6.04324 0.99894
H 5.62824 7.27049 2.03659
H 5.33110 7.29404 0.30149
H 2.90126 7.37691 1.66491
H 0.67348 7.25511 2.01686
H 0.07665 5.83660 2.89943
H -0.13084 5.93273 1.15116
H -2.56777 3.02473 2.99016
H -2.13718 4.71456 2.80868
H -3.25736 4.22306 4.09060
H -2.40618 4.31873 6.18509
N -0.43914 -7.96677 -0.50142
C -0.41394 -6.81992 -0.38111
C -0.38317 -5.39669 -0.22889
C -0.10631 -4.82290 1.01314
C -0.07680 -3.44382 1.14753
C -0.31313 -2.55251 0.08015
C -0.59393 -3.18430 -1.15061
C -0.62989 -4.55832 -1.31764
H 0.08642 -5.46560 1.86482
H 0.14586 -3.04088 2.12975
H -0.79513 -2.57467 -2.02373
H -0.84605 -4.99239 -2.28735
```

- E_HOMO (alpha / beta) (Ha) = -0.0520 / -0.0508
- charge = -2
- Kohn-Sham gap (alpha / beta) (eV) = 5.3 / 5.2
- LUMO energy (alpha / beta) (eV) = 3.858 / 3.855
- relative energy (zero: lowest compared OMol25 entry of this formula, charge and spin) (kJ/mol) = 239.99
- spin multiplicity = 2
- ⟨S²⟩ = 0.758
- E_tot (Ha) = -4035.31680